The following is a DFT calculation (ωB97M-V/def2-TZVPD) of a structure of composition C7H15PS3 at a distorted geometry.

Geometry as XYZ:
```
26
Properties=species:S:1:pos:R:3:forces:R:3
C -2.5759 0.6792 0.3295 -1.3129 -0.0414 -0.2108
C -2.5726 -0.8413 0.5900 -1.6681 0.2224 0.0277
C -2.0860 1.0433 -1.0462 0.4049 0.9751 -1.6310
C -1.1823 -1.4195 0.3561 1.3117 2.3069 0.1326
C -0.6930 0.4036 -1.2720 -0.9695 -0.6337 0.5905
C -0.6665 -1.1485 -1.0533 -0.4830 0.6660 -0.1521
C 3.6296 1.6508 1.5743 1.0526 0.5592 -0.8731
P 2.1205 -1.2753 0.1920 -0.3511 3.0279 1.5950
S 3.8335 -2.1956 -0.4269 2.2634 0.4510 -0.6629
S 0.9761 -1.8182 -1.3854 0.4668 -0.1134 -0.8866
S 2.7299 1.3590 -0.0324 0.1173 -2.5279 0.6586
H -3.6031 1.0368 0.4415 -0.0961 -0.0691 0.0002
H -2.0664 1.1541 1.1411 0.8799 0.4311 0.3346
H -2.8838 -0.8798 1.6490 0.3337 -0.5978 -0.3018
H -3.4761 -1.3204 0.0196 1.9934 0.4954 0.6267
H -2.8625 0.6792 -1.7842 0.9353 0.2013 0.5302
H -1.9469 2.1838 -1.3070 -0.4977 -2.0232 0.9632
H -0.3935 -0.9473 1.0598 -1.5040 -0.3518 -0.7967
H -1.0190 -2.4222 0.4816 -0.4057 -2.8103 0.8439
H -0.3461 0.6210 -2.2367 0.5530 0.3880 -1.4964
H -0.0178 0.9235 -0.5662 -0.0379 -0.6613 -0.1674
H -1.1633 -1.8299 -1.8164 -0.3096 1.4692 0.7152
H 4.3523 0.8749 2.0030 -1.4909 0.6790 -0.6868
H 2.9204 2.0892 2.2826 0.3662 -0.4826 0.1508
H 4.3051 2.4689 1.2188 -0.4164 -0.4350 0.6187
H 4.6874 -1.0692 -0.4124 -1.1352 -1.1251 0.0778
```
Positions in Å, forces in eV/Å.

* highest occupied orbital energy: -7.9 eV
* ΔE to the lowest compared entry with this formula, charge and spin: 92.8 kJ/mol
* LUMO level: -0.7 eV
* HOMO-LUMO gap: 7.198 eV